The following is a quantum chemistry calculation of a molecular structure, C28H41AgN6O5PS, from the OMol25 dataset.

Calculated total energy   -73005.9425 eV
Relative energy (zero: lowest compared OMol25 entry of this formula, charge and spin)   10.4 kcal per mole
Maximum force   0.46 eV/A

ORCA input file:
```
! wB97M-V def2-TZVPD RIJCOSX def2/J DEFGRID3
* xyz -1 1
Ag -0.09574 -0.68836 -0.45324
S 0.05237 -3.02368 -2.09319
P -1.23322 0.76586 -2.20193
O -0.32627 2.03304 0.30916
O -2.83636 0.79083 -1.94926
O -1.22302 0.05947 -3.66683
O -1.01593 2.32922 -2.60574
O -0.70354 -2.24408 1.24676
N 1.11245 -1.40713 2.43804
N -1.48750 -2.95947 -4.30890
N -2.56712 -2.58457 -2.30867
N 0.91539 -0.20814 1.75799
N 2.41376 -0.31374 -1.29985
N 3.61363 1.48100 -1.71384
C -1.89329 0.62104 -4.79963
C -3.31073 1.41902 -0.73232
C 2.76334 0.86522 -0.85192
C -0.22424 -5.96966 3.02590
C 1.55234 -5.08420 4.37325
C 0.47948 2.74058 0.98946
C -4.01968 2.70806 -1.07740
C 3.81172 0.63087 -2.78006
C 1.35186 2.20410 2.00277
C -2.18155 -4.17353 -4.73246
C -3.75514 -2.14452 -3.01975
C 0.31488 2.85110 -2.43605
C -0.88447 1.22176 -5.75408
C 1.40402 -3.84870 3.76045
C -1.39518 -2.83497 -2.90910
C 2.29910 4.41632 2.45166
C -0.26373 -2.75251 -5.06609
C 0.30335 4.29226 -2.88318
C 2.21078 3.05734 2.70355
C 0.58538 4.15259 0.77248
C 1.46300 4.95288 1.46874
C 1.37288 0.79700 2.39918
C -0.37185 -4.73187 2.41415
C 3.05689 -0.47218 -2.50354
C 0.25008 -2.33302 2.07884
C 0.73834 -6.15080 4.00916
C -2.73978 -2.66954 -0.86578
C 0.43888 -3.66018 2.77253
H 0.43674 -3.58921 -4.96698
H -0.86212 -6.79615 2.73284
H 0.05734 4.37945 -3.94381
H 2.30693 -5.21734 5.14049
H -2.36471 -4.12337 -5.80650
H 4.01342 2.39210 -1.58304
H -0.53893 -2.63567 -6.11765
H -3.55784 -3.36613 -0.65090
H 1.85867 0.59073 3.35798
H -4.52688 -2.92231 -3.01263
H 2.02980 -3.00893 4.03010
H -2.42886 -0.20094 -5.27909
H 0.22642 -1.84539 -4.71942
H 2.83558 2.61725 3.47660
H 0.58184 2.76045 -1.38155
H -3.50444 -1.89102 -4.04314
H -1.38499 1.58120 -6.65749
H -3.00103 -1.68536 -0.46927
H 1.49440 6.01757 1.25500
H -3.98934 0.70628 -0.26126
H -4.84336 2.52782 -1.77187
H 2.43020 1.31474 0.07239
H 2.98140 5.04367 3.01218
H 4.45457 0.88307 -3.60652
H -1.82942 -2.99730 -0.37751
H -1.57810 -5.06663 -4.52228
H -0.36953 2.06207 -5.28667
H -2.47076 1.59478 -0.05397
H 2.92622 -1.36527 -3.09505
H -3.13955 -4.27698 -4.22833
H -4.42332 3.16956 -0.17332
H -1.11311 -4.56685 1.64228
H -0.08295 4.57693 0.02787
H -0.43400 4.85548 -2.30888
H -0.14297 0.47463 -6.04301
H -4.14389 -1.25862 -2.51757
H -2.62392 1.36252 -4.47551
H 1.28342 4.74387 -2.71338
H 1.01671 2.26183 -3.03721
H 0.85525 -7.11612 4.48873
H -3.31926 3.40535 -1.53874
*
```



The following is a quantum chemistry calculation of a molecular structure, C35H30Br2HgN7O3S4, from the OMol25 dataset.

Calculated total energy   -240959.1993 eV
Relative energy (zero: lowest compared OMol25 entry of this formula, charge and spin)   18.7 kcal per mole
Maximum force   0.51 eV/A

ORCA input file:
```
! wB97M-V def2-TZVPD RIJCOSX def2/J DEFGRID3
* xyz -2 2
Hg -1.69706 -0.04926 -1.56989
Br 4.78902 0.02372 -6.01549
Br -1.71607 -4.24586 -7.22876
S -1.73181 -2.38930 -2.22345
S -4.22336 -3.75719 -3.03537
S -2.04904 -2.67187 1.55770
S -4.30796 -1.10389 -1.61552
O -1.22134 -3.99410 6.13906
O 0.12683 -0.17504 0.53815
O 2.12827 -1.56359 1.23388
N -1.41198 -3.15841 4.07143
N -0.63106 1.82377 -1.07448
N 0.58540 1.87913 -0.43900
N -0.92740 -1.00331 3.26324
N -2.90619 1.96496 -2.61465
N 0.78761 0.48131 -3.68998
N -1.56103 -0.26531 -4.82993
C 1.35450 -2.05476 4.68038
C 0.47007 -1.84693 6.91480
C -0.14318 1.85469 3.61041
C -0.44537 -0.85038 -5.25326
C -4.37005 3.16454 -4.08388
C 2.00862 -0.37442 -5.55365
C 3.12075 1.91692 0.75695
C -2.83167 -2.05433 -5.79388
C 5.00018 0.63132 1.50494
C -0.55775 0.93855 4.75620
C -3.47243 4.25441 -4.09616
C -0.44173 -2.03211 -5.98463
C 0.83322 -0.21440 -4.82083
C 0.88801 0.83664 0.27934
C 2.55817 -0.80617 6.35408
C -3.48421 -2.43771 -2.30440
C 0.36045 -2.32586 5.61130
C -2.71630 -0.86366 -5.08307
C 2.85605 -0.43932 1.18543
C 3.13531 0.91098 -3.86926
C -4.02018 2.05877 -3.32664
C -0.82044 -3.19121 5.31056
C -1.50261 -0.16997 4.31870
C -1.66363 -2.61744 -6.25313
C 4.45574 1.85450 1.12875
C -1.41563 -2.25309 3.00856
C 2.30207 0.79179 0.77008
C 4.20964 -0.50490 1.52860
C -0.89071 2.90794 -1.79940
C -2.04028 3.02364 -2.59429
C 2.45824 -1.30143 5.06308
C 3.15656 0.20318 -5.05246
C 1.90615 1.02475 -3.22666
C -2.32361 4.18948 -3.36140
C 1.55894 -1.07602 7.28407
H -2.44242 0.26614 3.95120
H -2.03071 -3.94218 3.91653
H 0.48136 1.33151 2.88790
H 2.67553 2.84796 0.42917
H -1.61666 5.01176 -3.34905
H 1.81433 1.56829 -2.28994
H 4.61972 -1.47151 1.80171
H 1.63197 -0.69018 8.29346
H -0.17448 3.72352 -1.75451
H 0.32835 0.48662 5.20974
H 0.43299 2.70534 3.97830
H 6.04786 0.56010 1.77535
H 1.18447 -1.26267 0.96377
H 4.02718 1.35673 -3.45340
H -0.30796 -2.09132 7.62617
H -5.29544 3.17796 -4.64336
H 3.41188 -0.20092 6.63395
H -3.79139 -2.52967 -5.92448
H -1.01378 2.24331 3.07605
H 5.06992 2.74667 1.11121
H 2.02029 -0.91469 -6.48901
H -3.69170 5.13971 -4.68405
H 0.47831 -2.51236 -6.28441
H -4.67069 1.18896 -3.27662
H 3.22543 -1.07982 4.33279
H -1.05889 1.51697 5.53889
H -3.60146 -0.40226 -4.66170
H 1.27894 -2.40666 3.65988
H -1.75715 -0.79448 5.17403
H -0.80150 -0.51660 2.37427
*
```



The following is a quantum chemistry calculation of a single C3H4N2O2S molecule in a non-equilibrium geometry, from the OMol25 dataset.

Calculated total energy   -21080.6783 eV
Relative energy (zero: lowest compared OMol25 entry of this formula, charge and spin)   141.9 kcal per mole
Maximum force   4.41 eV/A

ORCA input file:
```
! wB97M-V def2-TZVPD RIJCOSX def2/J DEFGRID3
* xyz 0 1
S -1.66972 -2.19458 -0.08479
O 3.25344 0.51268 -0.03763
O 3.70491 -1.69087 0.02230
N 0.84907 0.05552 0.16791
N 2.99024 -0.71338 0.01787
C -1.56045 -0.52052 0.04162
C 1.57363 -0.95878 -0.00141
C -0.44146 0.30035 -0.02793
H 1.08793 -1.95399 -0.06637
H 1.47807 0.88368 0.03328
H -0.65635 1.28225 0.08104
H -2.60712 -0.20407 0.08947
*
```



The following is a quantum chemistry calculation of a single C15H19BrN2O3S molecule in a non-equilibrium geometry, from the OMol25 dataset.

Calculated total energy   -105863.4281 eV
Relative energy (zero: lowest compared OMol25 entry of this formula, charge and spin)   2.3 kcal per mole
SMILES   C=CCNC(=O)C1CCN(S(=O)(=O)c2ccc(Br)cc2)CC1
Maximum force   1.05 eV/A

ORCA input file:
```
! wB97M-V def2-TZVPD RIJCOSX def2/J DEFGRID3
* xyz 0 1
Br -4.13404 2.57661 0.12748
S 2.21837 2.42421 -0.71613
O -1.00630 -0.06019 0.62406
O 2.86942 3.40410 0.10229
O 2.51528 2.37043 -2.11634
N -0.95757 -2.30833 0.60985
N 2.59636 0.93028 -0.09363
C -0.07098 3.06402 0.66433
C -2.29571 -2.47862 0.07677
C -2.26548 -3.10145 -1.28564
C -0.40294 -1.09803 0.81372
C 1.43821 0.17736 1.95844
C 2.02459 -0.18748 -0.82039
C 2.69186 0.79481 1.34009
C 1.05473 -1.15197 1.28391
C 0.44170 2.59494 -0.52976
C 1.94720 -1.42702 0.06160
C -1.44029 3.08093 0.85885
C -1.75751 2.17527 -1.36461
C -2.95983 -4.16980 -1.62759
C -2.26296 2.61319 -0.15274
C -0.38625 2.16997 -1.55092
H -2.89264 -3.08566 0.76422
H 3.57210 0.18544 1.57546
H -1.86337 3.43279 1.78729
H 1.54294 -2.25494 -0.52456
H 1.60064 0.03299 3.02675
H 0.60786 3.41665 1.42509
H 2.64618 -0.36963 -1.70236
H -0.41417 -3.14363 0.76014
H 1.01382 0.06724 -1.16398
H 0.60174 0.86861 1.83145
H -1.61673 -2.60798 -1.99730
H -2.42293 1.83033 -2.14122
H -2.92078 -4.58191 -2.62092
H 2.86741 1.79811 1.72893
H -3.61125 -4.66853 -0.92865
H -2.72707 -1.47367 0.02131
H 2.94852 -1.70624 0.39113
H 1.15662 -1.98469 1.98696
H 0.05324 1.85150 -2.48337
*
```



The following is a quantum chemistry calculation of a single C3H9N5 molecule in a non-equilibrium geometry, from the OMol25 dataset.

Calculated total energy   -10705.0859 eV
Relative energy (zero: lowest compared OMol25 entry of this formula, charge and spin)   68.3 kcal per mole
SMILES   CC(/N=C\NN)=N\N
Maximum force   2.62 eV/A

ORCA input file:
```
! wB97M-V def2-TZVPD RIJCOSX def2/J DEFGRID3
* xyz 0 1
N -2.45856 0.16022 -0.00585
N -0.59127 -1.28961 -0.28195
N -1.89013 1.27918 0.55298
N 1.77492 1.42366 -0.31218
N 0.56061 0.78732 -0.44015
C -1.77120 -0.90420 -0.50640
C 0.52001 -0.45989 -0.09808
C 1.73676 -1.17696 0.49982
H -0.99882 1.47042 0.09957
H -2.48738 -1.60686 -1.00552
H 2.16183 -0.61535 1.36452
H 2.59711 -1.41989 -0.21642
H -3.31489 0.39937 -0.51253
H 1.44859 -2.21363 0.77485
H 1.76685 2.28032 -0.89435
H 2.55314 0.80979 -0.56436
H -1.60756 1.07611 1.54603
*
```



The following is a quantum chemistry calculation of a molecular structure, C25H44GeN4O10Si3Sr in a non-equilibrium geometry, from the OMol25 dataset.

Calculated total energy   -134061.0786 eV
Maximum force   3.36 eV/A

ORCA input file:
```
! wB97M-V def2-TZVPD RIJCOSX def2/J DEFGRID3
* xyz 1 2
Sr 1.55805 -0.64278 -0.35543
Ge -2.62369 0.54175 0.19723
Si -2.51205 -1.85329 -0.29851
Si -3.22555 2.04024 -1.62857
Si -3.34084 0.92004 2.54010
O 0.17900 -0.20922 -2.18064
O 4.40111 -1.86377 2.19180
O 2.29916 -2.29165 1.22398
O 3.66605 -0.71840 0.39721
O 2.96063 2.54479 0.42166
O -0.63829 0.85138 0.38956
O 0.57603 -0.43452 -4.35626
O 2.13873 -2.21777 -1.94828
O -0.76985 2.90590 1.42493
O 5.06804 1.87744 0.51372
N 1.46537 0.16554 1.80521
N 2.53025 0.92918 -1.75804
N 3.29567 -3.70890 -3.18979
N 4.30249 -2.68312 -1.39520
C 2.06002 -3.26798 2.22232
C 0.88278 1.34646 2.13268
C -1.67467 -2.48309 -1.87548
C -2.55159 3.79066 -1.37692
C 2.61577 -0.17306 2.37046
C 2.54868 1.74171 3.79759
C 3.15209 0.73163 -4.05436
C -1.58001 -2.66015 1.13770
C -4.33069 -2.38214 -0.35678
C -5.11583 2.04257 -1.58418
C -5.09205 0.20964 2.60225
C 3.19795 0.56659 3.38445
C 4.40764 1.22904 -3.75794
C 3.31256 -1.26724 1.55292
C -0.19052 1.69204 1.29080
C 4.72026 1.55874 -2.44639
C 1.40605 2.15795 3.16357
C 3.73395 1.42182 -1.47945
C -2.13837 -0.04479 3.64213
C 3.20907 -2.84451 -2.14359
C -2.65757 1.31941 -3.27960
C 3.87262 1.94768 -0.07007
C 0.92205 -0.06273 -3.13266
C 2.25334 0.55548 -3.00833
C -3.46561 2.70962 3.13759
H -3.13644 1.82552 -4.11988
H -2.10686 -2.56909 2.08788
H -4.85419 -2.12933 0.56726
H 1.75620 -2.80284 3.16663
H -4.07856 2.73414 4.04181
H 1.25189 -3.90236 1.86501
H -1.57698 1.41590 -3.39355
H -1.86196 -3.55432 -1.97212
H -2.05577 -1.99484 -2.77455
H -1.45890 3.82006 -1.39499
H -2.49090 3.12650 3.38154
H -1.41869 -3.72191 0.93889
H -5.50143 1.02294 -1.66013
H -2.90372 4.44010 -2.18125
H 5.13884 1.36572 -4.54295
H -0.30481 -0.83739 -4.31322
H 2.85949 0.47444 -5.06228
H -1.85517 0.55105 4.51135
H -5.49465 2.47100 -0.65397
H -0.59613 -2.32915 -1.83009
H 2.98812 2.34436 4.58151
H -5.53512 2.61703 -2.41243
H 5.58687 1.14454 0.15716
H -4.85206 -1.88335 -1.17759
H -1.27035 3.11165 0.62506
H -2.58828 -0.97238 4.00120
H 4.26425 -1.87750 3.14570
H -5.74395 0.74098 1.90497
H -2.89637 4.22949 -0.43724
H 4.14906 0.27882 3.81068
H -1.22097 -0.30112 3.10949
H -5.11808 -0.85069 2.34329
H -3.93752 3.36363 2.40087
H 4.10565 -4.28064 -3.34181
H 4.24496 -2.00908 -0.61167
H -2.91527 0.25901 -3.33238
H 5.12258 -3.24682 -1.52286
H 2.94717 -3.87964 2.38480
H 5.69336 1.95733 -2.19299
H -4.42512 -3.45863 -0.51175
H -0.60133 -2.18059 1.24407
H -5.51517 0.31993 3.60263
H 0.91441 3.08600 3.41829
H 2.46364 -3.90670 -3.71378
*
```